{
  "formula": "C28H38BNO3S",
  "method": "ωB97M-V/def2-TZVPD",
  "species": ["C", "O", "C", "C", "C", "C", "C", "C", "C", "C", "H", "H", "H", "H", "H", "H", "H", "H", "H", "H", "H", "C", "C", "C", "C", "C", "B", "C", "C", "C", "C", "N", "C", "C", "C", "C", "O", "C", "C", "C", "C", "C", "C", "O", "S", "H", "H", "H", "H", "H", "H", "H", "H", "H", "H", "H", "H", "H", "H", "H", "H", "H", "H", "H", "H", "H", "H", "H", "H", "H", "H", "H"],
  "positions_angstrom": [[1.3584, -0.4200, -2.5228], [1.0959, 0.0798, -1.1717], [-0.1126, -0.1593, -0.6143], [-1.2684, -0.0446, -1.6013], [-2.2587, -1.1072, -1.5993], [-3.4373, -0.9440, -2.2825], [-3.6183, 0.1099, -3.1949], [-4.9535, 0.1701, -3.8645], [-2.5370, 0.9760, -3.4751], [-1.3538, 0.8645, -2.7742], [2.2650, 0.0561, -2.8587], [1.4876, -1.5022, -2.5043], [0.5829, -0.2120, -3.2504], [-0.1988, -0.9964, 0.0897], [-2.0808, -1.9375, -0.9144], [-4.2640, -1.6315, -2.0802], [-5.2561, 1.2082, -4.0708], [-4.9378, -0.4126, -4.8052], [-5.6930, -0.3154, -3.2019], [-2.6834, 1.7391, -4.2519], [-0.5000, 1.5118, -3.0223], [1.1478, 0.4641, 5.8030], [1.0188, -0.1927, 4.4992], [-0.0484, -0.9848, 4.0647], [0.2904, -1.7289, 2.8926], [1.5716, -1.3724, 2.4272], [-1.4054, 1.3269, -0.5480], [2.1995, -1.7962, 1.2413], [3.1154, -0.8893, 0.6445], [3.8530, -1.2902, -0.4367], [3.8322, -2.6740, -0.7874], [4.8966, -3.2301, -1.4260], [5.0769, -4.6395, -1.6591], [5.9782, -2.4136, -1.8959], [2.7046, -3.4784, -0.4238], [1.8803, -3.0466, 0.5999], [-2.4619, 1.0721, 0.2889], [-2.7872, 2.2678, 1.0007], [-4.2024, 2.6502, 0.5685], [-2.9611, 1.9178, 2.4669], [-1.5441, 3.2704, 0.6345], [-2.0179, 4.4389, -0.2412], [-0.6436, 3.6100, 1.8741], [-0.7045, 2.4753, -0.3121], [2.2448, -0.0217, 3.3015], [0.7073, -0.1723, 6.5855], [2.2061, 0.6692, 6.0481], [0.5832, 1.4058, 5.7300], [-0.9704, -1.0099, 4.6576], [-0.3320, -2.4700, 2.3767], [3.1328, 0.1706, 0.9875], [4.6366, -0.6504, -0.8246], [5.1388, -5.2642, -0.7591], [4.2838, -5.0575, -2.2873], [6.0235, -4.7787, -2.1886], [5.6297, -1.7528, -2.6857], [6.4077, -1.7913, -1.1144], [6.7676, -3.0501, -2.2883], [2.5875, -4.4766, -0.8687], [0.9394, -3.5428, 0.8944], [-4.5035, 3.5632, 1.0950], [-4.3281, 2.7645, -0.5155], [-4.8634, 1.8432, 0.9194], [-3.2936, 2.8317, 2.9833], [-3.7792, 1.1789, 2.5155], [-2.0434, 1.5320, 2.9460], [-2.7142, 5.0917, 0.3107], [-1.1482, 5.0385, -0.5541], [-2.5133, 4.0579, -1.1690], [-1.1419, 4.3018, 2.5788], [-0.3773, 2.7076, 2.4706], [0.2943, 4.0921, 1.5503]],
  "atomic_forces_ev_per_a": [[-0.1623, -0.2814, 1.1332], [1.4802, 0.7598, -1.2301], [-3.4387, 0.6405, -2.9152], [1.4194, -2.0816, -1.7133], [-0.0566, 1.3153, 0.6434], [0.2875, -0.0549, 0.4133], [0.6056, 0.2183, 0.1513], [-0.3184, 0.0151, -0.2704], [-1.6955, -0.6846, -0.1282], [0.8896, -0.0264, 1.8521], [0.3708, 0.1228, 0.0997], [0.1198, -0.0744, 0.1726], [-0.2188, 0.1625, 0.1128], [-0.1393, 0.5092, -0.0068], [-0.1849, 0.1555, -0.2507], [0.2801, 0.0688, -0.3391], [-0.0354, -0.4173, -0.0448], [-0.0980, 0.3863, 0.2632], [0.1527, 0.4044, -0.4034], [0.3147, -0.3622, 0.2991], [-0.5192, -0.2000, 0.3357], [-0.1883, 0.8493, 0.5519], [-1.3826, -0.7159, -1.1666], [1.3636, 0.4235, 0.7281], [1.3854, 0.7502, -0.1771], [-2.8862, 0.5489, 0.9062], [2.1570, -2.1524, 2.5759], [0.7023, -0.5169, -2.1017], [-1.0818, -0.3696, 0.1253], [0.9526, -1.2324, 0.1991], [-0.7148, 0.1051, 0.3157], [0.8291, -0.4659, -0.5452], [-0.3407, -0.5923, -0.2230], [0.0676, 0.4146, -0.1270], [0.6622, -0.0234, 0.0591], [0.2202, 1.8573, 0.4149], [-0.4998, 0.4725, -0.2854], [0.3051, 0.0264, -0.1177], [-0.0455, 0.4560, -0.1669], [0.4011, 0.0940, 0.4450], [-0.1475, -0.7037, -0.3626], [0.0345, 0.2606, 0.2756], [-0.3181, -0.0283, -0.3038], [-1.0698, 0.9582, 0.3894], [-0.4943, -1.5690, 0.7471], [0.1855, 0.3550, -0.1735], [-0.5936, -0.0102, -0.0094], [0.2848, 0.0072, 0.6061], [0.4047, -0.4245, -0.3163], [0.2557, 0.4216, 0.3832], [0.1645, -1.0621, -0.3113], [-0.2572, 0.0200, -0.1161], [-0.1832, 0.3030, 0.1784], [0.0109, -0.0545, -0.0304], [-0.3280, -0.0559, 0.0634], [0.1153, 0.2605, -0.2726], [0.0812, 0.0830, 0.2383], [-0.0470, 0.1751, -0.0177], [0.0078, 0.5616, 0.2281], [0.9155, -0.1159, -0.0721], [-0.0989, -0.0241, -0.2823], [0.1051, 0.0445, 0.2729], [0.1696, 0.2790, -0.3396], [0.1449, -0.3492, 0.1115], [0.5499, 0.1836, 0.2362], [-0.5258, 0.0621, -0.2311], [0.1759, -0.1632, -0.2638], [-0.2816, -0.1962, 0.1374], [0.3542, 0.2387, 0.8607], [0.0143, -0.2322, -0.4472], [-0.1704, 0.4960, -0.7187], [-0.4190, -0.2254, -0.0448]],
  "homo_lumo_gap_ha": 0.25293
}

***

{
  "formula": "C36H99N3O24",
  "method": "ωB97M-V/def2-TZVPD",
  "species": ["C", "O", "C", "C", "N", "C", "C", "O", "C", "H", "H", "H", "H", "H", "H", "H", "H", "H", "H", "H", "H", "H", "H", "H", "C", "O", "C", "C", "N", "C", "C", "O", "C", "H", "H", "H", "H", "H", "H", "H", "H", "H", "H", "H", "H", "H", "H", "H", "C", "O", "C", "C", "N", "C", "C", "O", "C", "H", "H", "H", "H", "H", "H", "H", "H", "H", "H", "H", "H", "H", "H", "H", "O", "C", "C", "O", "H", "H", "H", "H", "H", "H", "O", "C", "C", "O", "H", "H", "H", "H", "H", "H", "O", "C", "C", "O", "H", "H", "H", "H", "H", "H", "O", "C", "C", "O", "H", "H", "H", "H", "H", "H", "O", "C", "C", "O", "H", "H", "H", "H", "H", "H", "O", "C", "C", "O", "H", "H", "H", "H", "H", "H", "O", "C", "C", "O", "H", "H", "H", "H", "H", "H", "O", "C", "C", "O", "H", "H", "H", "H", "H", "H", "O", "C", "C", "O", "H", "H", "H", "H", "H", "H"],
  "positions_angstrom": [[-0.0786, -1.8650, -3.7075], [-0.0448, -2.5593, -4.9265], [1.0379, -3.4135, -5.0856], [1.3644, -3.6187, -6.5477], [0.3298, -4.3942, -7.2310], [0.8250, -4.8733, -8.5366], [-0.3106, -5.5552, -9.2618], [-1.3266, -4.5899, -9.4994], [-2.4908, -5.1798, -10.0196], [0.8070, -1.2191, -3.6194], [-0.0799, -2.5164, -2.8235], [-0.9180, -1.1796, -3.6333], [0.8676, -4.4009, -4.6313], [1.9576, -3.0910, -4.5741], [2.3011, -4.1700, -6.6595], [1.5401, -2.6637, -7.0626], [-0.4851, -3.8521, -7.5056], [1.6484, -5.5667, -8.3504], [1.1916, -4.0480, -9.1639], [-0.6613, -6.4797, -8.7957], [0.0473, -5.8709, -10.2550], [-3.3100, -4.4775, -9.8463], [-2.7670, -6.0916, -9.4850], [-2.4816, -5.3472, -11.1000], [-4.2082, 6.8934, -1.3448], [-2.8520, 6.6887, -1.7167], [-2.0399, 7.8195, -1.4247], [-0.7010, 7.6881, -2.1691], [0.2546, 6.6600, -1.7427], [0.7961, 6.9699, -0.4163], [1.9967, 6.1154, -0.1037], [1.5679, 4.8059, 0.2285], [2.6631, 3.9733, 0.5271], [-4.2918, 6.9958, -0.2592], [-4.7448, 5.9874, -1.6228], [-4.6119, 7.7525, -1.8823], [-1.9307, 7.9879, -0.3496], [-2.5279, 8.6662, -1.9268], [-0.1959, 8.6520, -2.0821], [-1.0076, 7.4519, -3.1912], [-0.2533, 5.7816, -1.6466], [0.1127, 6.9918, 0.4374], [1.2010, 7.9807, -0.5516], [2.4723, 6.5556, 0.7845], [2.7447, 6.0936, -0.8967], [2.3117, 2.9549, 0.6927], [3.0853, 4.2583, 1.5014], [3.4677, 3.9508, -0.2090], [2.2985, 4.4403, -3.3796], [2.7661, 3.3543, -2.6013], [1.8979, 2.2422, -2.4194], [0.5300, 2.4542, -1.7920], [-0.3351, 1.3131, -2.1858], [-1.6527, 1.5581, -1.5534], [-2.5857, 0.3902, -1.8135], [-2.0154, -0.8060, -1.3187], [-2.8894, -1.9052, -1.3393], [1.2829, 4.7812, -3.1455], [2.2589, 4.1320, -4.4323], [2.8614, 5.3503, -3.1816], [2.4615, 1.5827, -1.7544], [1.7864, 1.7252, -3.3835], [0.1357, 3.4496, -1.9873], [0.6383, 2.3688, -0.7026], [0.0544, 0.5160, -1.6573], [-2.0181, 2.4991, -1.9604], [-1.5179, 1.6663, -0.4716], [-2.7718, 0.2835, -2.8931], [-3.5851, 0.5513, -1.3826], [-2.4290, -2.8840, -1.2385], [-3.4858, -1.8679, -2.2599], [-3.6417, -1.7997, -0.5412], [-4.0397, 1.3837, 4.3859], [-4.8942, 1.4243, 3.2433], [-4.3003, 0.6626, 2.0808], [-3.2495, 1.3930, 1.4636], [-4.5070, 1.8018, 5.1155], [-5.8360, 0.8881, 3.4336], [-5.1833, 2.4314, 2.9308], [-5.0651, 0.5121, 1.3036], [-3.9873, -0.3417, 2.3912], [-2.5808, 0.7792, 1.1266], [0.9436, -0.7042, -0.4309], [1.2430, -0.3169, 0.9198], [0.1559, -0.8487, 1.8376], [-1.1264, -0.4133, 1.3786], [1.3529, -1.5842, -0.5193], [2.2355, -0.7206, 1.1306], [1.3130, 0.7667, 1.0052], [0.1733, -0.4685, 2.8577], [0.1838, -1.9437, 1.8672], [-1.2137, -0.7009, 0.4403], [-1.6739, -4.6292, 2.3676], [-2.7579, -3.7846, 1.9845], [-4.0991, -4.3812, 2.3762], [-4.3953, -4.1381, 3.7617], [-1.7467, -4.8798, 3.2918], [-2.6497, -2.8107, 2.4727], [-2.6956, -3.5264, 0.9267], [-4.1382, -5.4544, 2.1814], [-4.8842, -3.9028, 1.7879], [-3.9103, -4.8162, 4.2452], [1.3473, 0.9105, 7.6498], [1.1533, 2.1241, 6.9359], [1.8035, 2.0178, 5.5749], [1.0871, 1.1188, 4.6939], [1.0604, 1.0065, 8.5621], [0.0911, 2.3832, 6.8599], [1.6532, 2.9423, 7.4714], [2.7920, 1.5599, 5.6957], [1.8575, 2.9767, 5.0493], [0.1728, 1.0492, 5.0535], [2.3760, -3.1780, -0.6530], [2.9248, -3.8187, -1.7983], [3.9489, -4.8632, -1.4315], [3.3560, -5.9757, -0.7381], [2.1473, -3.8969, -0.0241], [2.1035, -4.1840, -2.4281], [3.3714, -3.0399, -2.4248], [4.6473, -4.3979, -0.7329], [4.4559, -5.2016, -2.3362], [3.4135, -6.7236, -1.3375], [-1.8600, 4.3521, -0.0569], [-2.1988, 4.2394, 1.3425], [-1.0666, 3.5349, 2.0403], [-0.0403, 4.4640, 2.3686], [-2.5861, 4.7676, -0.5481], [-2.3889, 5.2216, 1.7851], [-3.1410, 3.6867, 1.3064], [-0.6418, 2.7372, 1.4226], [-1.4875, 3.0771, 2.9378], [0.3912, 4.7172, 1.5155], [-1.4252, 0.3308, 5.3503], [-1.4297, -1.1005, 5.2117], [-0.1035, -1.7872, 5.4922], [0.1889, -1.8147, 6.8936], [-2.2151, 0.6160, 4.8436], [-2.3022, -1.5171, 5.7230], [-1.6228, -1.2944, 4.1428], [0.6793, -1.2954, 4.9156], [-0.2404, -2.8456, 5.2728], [0.3770, -0.8985, 7.1573], [3.4996, 0.2694, 3.2870], [3.9183, -0.8348, 4.0816], [5.2802, -1.3038, 3.6352], [5.1289, -2.2302, 2.5306], [2.6841, 0.6032, 3.6866], [3.8688, -0.5463, 5.1360], [3.2436, -1.6837, 3.9259], [5.8406, -1.8545, 4.3942], [5.9347, -0.4767, 3.3500], [5.5385, -1.7829, 1.7841], [1.0251, -4.5296, 1.3239], [1.6106, -4.2747, 2.5998], [2.9794, -4.8892, 2.5979], [2.9886, -6.3143, 2.4410], [0.0642, -4.4075, 1.3529], [1.7259, -3.1914, 2.7417], [0.9945, -4.6714, 3.4117], [3.5897, -4.5924, 3.4511], [3.5742, -4.5464, 1.7392], [2.8782, -6.4675, 1.4941]],
  "atomic_forces_ev_per_a": [[0.8201, 0.4614, 0.5948], [-0.6025, 0.2660, -0.2495], [1.0547, -0.7612, 0.1399], [-0.6143, 0.1157, -0.4760], [0.3327, -0.3796, -0.9555], [-0.4613, -0.0381, 0.8173], [0.7002, 0.1033, -1.4867], [-0.0439, -0.5671, 0.4382], [-0.9314, 0.6005, 0.2258], [0.0378, -0.0871, 0.0350], [-0.1176, -0.1864, -0.1363], [-0.2434, -0.2725, -0.3808], [-0.4247, -0.0421, -0.0798], [-0.1615, 0.6661, -0.0468], [-0.0055, -0.1390, 0.3071], [-0.0286, 0.1873, 0.2394], [0.0680, 0.3274, 0.7200], [-0.0296, -0.0783, -0.2003], [0.0744, -0.0367, -0.0271], [-0.2848, 0.3145, 0.5183], [0.1784, -0.1046, 0.0679], [0.0742, 0.0575, 0.0160], [0.1873, -0.1771, -0.0874], [0.4514, -0.2250, -0.0312], [0.5799, -0.5029, -0.0475], [0.0300, -0.1434, 0.3099], [0.1247, -0.0801, -0.9548], [-0.3782, -0.7005, 0.3455], [-1.0090, -0.0492, 0.8735], [1.0482, 0.5898, -1.1202], [-0.2179, 0.1237, 1.0167], [0.3308, -0.0386, -0.9152], [0.3398, -0.5609, 1.2736], [-0.1120, 0.3257, 0.0234], [-0.0869, 0.0669, -0.1393], [-0.1935, 0.1018, 0.1654], [-0.1250, -0.0174, 0.0441], [-0.0045, 0.3261, 0.5045], [-0.0223, 0.0579, -0.3773], [0.3456, 0.3249, -0.1470], [0.0083, -0.0691, -0.1743], [-0.2484, -0.2156, -0.1061], [-0.0482, 0.0962, 0.4010], [0.1733, -0.0444, 0.0268], [-0.1724, -0.0267, -0.2709], [-0.2059, 0.0216, -0.2935], [0.1108, 0.2041, -0.1016], [-0.3079, 0.2385, -0.3210], [-1.1316, -0.4437, -0.2285], [-0.0480, 0.7663, 0.7266], [0.5605, -0.1923, -0.4763], [0.4476, -0.8655, 0.4824], [-0.4208, 0.6234, 0.5547], [0.7442, -0.8343, -0.2020], [-0.6343, 0.3876, -0.7019], [0.7125, -0.4341, 0.4938], [-1.5258, 0.6853, -0.2286], [-0.0213, -0.4228, 0.2433], [0.3886, 0.3615, -0.0890], [0.6332, -0.3614, -0.2334], [0.0567, -0.0958, -0.1927], [-0.1985, 0.0408, 0.0453], [-0.4166, -0.2115, -0.2940], [0.0666, 0.5649, 0.0486], [-0.0864, 0.2525, -0.6286], [-0.4298, -0.1206, 0.1261], [-0.2072, 0.2615, 0.0307], [0.2318, -0.0626, -0.0110], [0.1789, 0.0946, 0.3291], [0.6112, 0.2634, -0.1003], [0.2113, -0.3244, -0.1449], [0.1194, -0.0534, 0.1371], [-0.0983, 0.1535, -0.3274], [-0.6255, -0.8720, -0.4361], [0.3940, 0.2286, -0.7701], [-0.2139, -0.1785, 0.2599], [0.1176, -0.0139, 0.0405], [0.0588, 0.1197, 0.3594], [0.4064, 0.1623, 0.1385], [-0.3060, 0.0198, 0.3830], [0.1763, 0.1405, 0.2007], [0.1261, 0.0564, 0.4318], [0.0741, 0.0084, 0.5062], [0.2986, -0.4145, -0.1578], [-0.5067, 0.2567, 0.0897], [-0.1428, -0.5396, -0.8694], [-0.0458, 0.0134, -0.3825], [-0.0770, 0.0498, 0.5670], [-0.1795, 0.1166, -0.2333], [0.6551, 0.0351, 0.0091], [0.0213, -0.0243, -0.0478], [0.1412, 0.2182, 0.3253], [0.1859, 0.0217, -0.6852], [-0.1879, 0.3305, 0.6602], [-0.1579, 0.4936, -0.0200], [0.3542, -0.3505, -0.3894], [-0.0336, 0.1740, 0.0783], [-0.1277, 0.0262, 0.2058], [0.1736, -0.6996, -0.0813], [0.1221, -0.0210, -0.1938], [-0.0655, 0.0247, 0.1363], [-0.2460, 0.1356, 0.2650], [-0.0902, -0.4304, -0.1917], [0.3839, 0.6842, 0.1979], [-0.4345, -0.9160, -0.6487], [-0.0341, 0.4031, 0.8612], [-0.0388, 0.1544, -0.0251], [-0.0001, -0.1228, -0.1214], [-0.0716, 0.0001, -0.0492], [0.0556, 0.4538, 0.0666], [0.1574, 0.0990, 0.4413], [0.2128, -0.2553, -0.6413], [0.3275, -0.6014, 0.1245], [-0.5521, 0.7096, -0.4182], [-0.3151, 0.0896, 0.2191], [0.1523, 0.1547, -0.3217], [-0.4426, 0.5249, -0.0428], [0.1146, -0.5372, 0.1799], [0.3217, 0.0128, 0.2471], [0.2147, -0.0555, -0.1652], [0.1755, 0.0171, 0.0704], [-0.1946, -0.1312, 0.1733], [0.3505, 0.5703, -0.1573], [-0.9016, -0.2662, -1.5177], [-0.0976, 0.4060, 0.1514], [0.0556, -0.0133, -0.2319], [0.3678, 0.0537, 0.2711], [0.2705, 0.0634, 0.1114], [0.2019, -0.2141, 0.8171], [-0.3101, -0.0810, -0.0934], [0.3694, 0.0775, 0.2123], [-0.1870, -0.2971, 0.6735], [-0.3162, -0.3045, 0.0322], [-0.3915, -0.0857, -1.6107], [-1.0117, 0.2247, 1.5671], [0.2158, 0.5862, -0.2433], [0.4242, 0.2748, 0.3957], [0.3798, -0.1343, 0.4753], [0.0033, -0.1172, 0.0252], [0.1739, -0.2587, -0.0612], [0.1971, 0.0487, -0.6044], [0.1709, -0.1751, 0.0144], [0.1972, -0.0911, 0.0115], [-0.2509, 0.2004, -0.0408], [0.3524, -0.6350, -0.2210], [0.3151, 0.7710, 0.0553], [-0.2034, -0.0360, -0.1971], [0.3020, -0.1719, 0.0977], [-0.0737, -0.0575, 0.1529], [-0.3954, 0.0612, 0.3477], [-0.2693, 0.1805, -0.0570], [-0.2042, -0.2843, -0.2030], [0.0044, -0.0608, -0.0097], [-0.0214, 0.2428, -0.1623], [1.1224, -0.6608, -1.0705], [-0.3515, 0.2262, 0.5003], [0.1662, -0.1311, 0.3316], [-0.0170, -0.0533, 0.1288], [0.0027, -0.0996, -0.0687], [-0.3418, -0.2311, 0.3098], [-0.3451, 0.6582, 0.1066], [-0.0193, -0.0234, 0.0780]],
  "smiles": "COCCNCCOC.COCCNCCOC.COCCNCCOC.OCCO.OCCO.OCCO.OCCO.OCCO.OCCO.OCCO.OCCO.OCCO",
  "de_lowest_kj_mol": 0.0,
  "homo_lumo_gap_ha": 0.32002
}

***

{
  "formula": "C3H4Cl2",
  "method": "ωB97M-V/def2-TZVPD",
  "species": ["C", "C", "C", "Cl", "Cl", "H", "H", "H", "H"],
  "positions_angstrom": [[-1.4427, -0.3184, 0.2786], [-0.0879, -0.4565, 0.3844], [0.9214, 0.4524, -0.3512], [1.9982, 1.1338, 0.8036], [1.6309, -0.2705, -1.7253], [-1.8229, 0.5460, -0.1999], [-2.0996, -1.1484, 0.5547], [0.4849, -1.3256, 0.9566], [0.4177, 1.3872, -0.7015]],
  "atomic_forces_ev_per_a": [[2.9126, -1.4650, 0.3759], [0.1382, -1.3823, 0.0203], [-3.4075, 1.6739, 0.9482], [1.6418, 0.2213, 1.0823], [0.7863, -0.8577, -0.8561], [-0.5233, 0.5657, -0.5402], [0.1361, 0.6496, 0.3551], [-1.6402, 1.6993, -1.3435], [-0.0440, -1.1047, -0.0421]],
  "smiles": "C=CC(Cl)Cl",
  "de_lowest_kj_mol": 62.9,
  "homo_lumo_gap_ha": 0.40895
}